Entry from the OMol25 dataset: the ion C4H10NS with charge +1 at a distorted geometry (the ωB97M-V functional and the def2-TZVPD basis).

XYZ file:
```
16
Properties=species:S:1:pos:R:3:mulliken_charge:R:1
C -1.220 1.600 -0.129 0.080
C 1.062 -0.012 -0.395 -0.581
C -2.125 2.471 0.584 -1.100
C 1.043 -2.568 -0.132 -0.781
N 1.714 -1.249 0.088 -0.088
S -0.045 0.684 0.712 0.054
H -1.274 1.608 -1.281 0.297
H 0.950 -0.017 -1.407 0.412
H -2.105 3.563 0.114 0.293
H -1.856 2.581 1.578 0.396
H -3.097 2.211 0.432 0.347
H 1.270 -3.245 0.550 0.413
H -0.052 -2.334 -0.059 0.266
H 1.244 -2.784 -1.213 0.319
H 2.491 -1.361 -0.466 0.322
H 1.999 -1.146 1.026 0.350
```

As for the LUMO energy (spin up / spin down): -4.2 / -4.5 eV. Its energy above the lowest of the compared OMol25 structures with the same formula, charge and spin is 372.4 kJ/mol. The charge is +1. The HOMO energy (spin up / spin down) is -12.09 / -11.82 eV.